[1]
The following is a DFT calculation (the ωB97M-V functional and the def2-TZVPD basis) of a 2-piece molecular cluster, C15H24N8O5 overall in a non-equilibrium geometry.

## Properties
* gap between HOMO and LUMO: 9.460 eV
* net charge: 0

Positions of all 52 atoms, in Å:
N -2.003 0.017 -1.501
C -1.963 0.752 -0.372
N -3.139 1.128 0.068
C -3.141 1.904 1.157
N -2.040 2.337 1.786
C -0.879 1.951 1.270
C -0.761 1.140 0.177
N 0.585 0.915 -0.142
C 1.250 1.601 0.762
N 0.400 2.257 1.644
C 0.764 3.104 2.781
O 1.443 4.260 2.272
C 2.740 4.373 2.878
C 3.770 4.864 1.860
O 3.284 6.065 1.257
C 3.079 2.987 3.422
O 3.881 3.048 4.600
C 1.714 2.396 3.766
N 1.375 2.681 5.185
H -2.900 0.108 -1.960
H -1.159 0.129 -2.051
H -4.105 2.215 1.553
H 2.334 1.650 0.804
H -0.148 3.406 3.308
H 2.691 5.090 3.704
H 3.927 4.104 1.089
H 4.731 5.048 2.354
H 2.350 5.935 1.005
H 3.578 2.384 2.657
H 3.276 2.872 5.354
H 1.716 1.312 3.602
H 0.526 2.184 5.467
H 1.263 3.687 5.337
C -2.962 -7.042 -2.594
N -2.548 -5.713 -3.035
C -2.829 -4.576 -2.388
O -3.453 -4.559 -1.331
C -2.329 -3.260 -2.996
N -0.921 -3.265 -3.424
C -0.454 -3.883 -4.508
C 1.030 -3.773 -4.764
O -1.163 -4.532 -5.266
H -4.041 -7.053 -2.427
H -2.462 -7.291 -1.656
H -2.708 -7.785 -3.351
H -2.059 -5.627 -3.921
H -2.958 -3.032 -3.858
H -2.473 -2.478 -2.253
H -0.259 -2.779 -2.839
H 1.313 -2.724 -4.819
H 1.572 -4.265 -3.958
H 1.262 -4.262 -5.710

These are the natural (NBO) partial charges, in e, on atoms 1 to 5: number 1, N, carries -0.7838; number 2, C, carries 0.4177; number 3, N, carries -0.5130; number 4, C, carries 0.2809; number 5, N, carries -0.5217



[2]
The following is a DFT calculation (the ωB97M-V functional and the def2-TZVPD basis) of C15H25AlCl2NO2P as an isolated structure in a non-equilibrium geometry.

## Properties
* gap between HOMO and LUMO: 4.589 eV
* net charge: +2
* energy above the lowest of the compared OMol25 structures with the same formula, charge and spin: 0.00 kcal/mol

Positions of all 47 atoms, in Å:
C -0.705 -3.033 -3.131
C -1.663 -2.362 -2.275
H -1.230 -3.691 -3.879
H -0.002 -3.647 -2.518
H -0.113 -2.256 -3.668
O -2.822 -2.409 -1.987
Cl 2.717 -0.790 -1.853
Al 0.722 -0.823 -0.974
P -0.031 1.231 -2.265
C -1.388 2.418 -2.060
C 1.406 2.349 -2.200
H 0.785 0.151 -4.261
H -0.219 1.596 -4.645
H -0.972 0.051 -4.165
C -0.117 0.714 -3.998
H 2.306 1.806 -2.519
H 1.223 3.234 -2.835
H -1.384 3.167 -2.869
H -1.284 2.937 -1.099
H 1.566 2.663 -1.158
H -2.363 1.921 -2.033
C -1.446 -0.377 -0.880
O -2.547 -0.126 -0.548
Cl 0.119 -2.720 -0.135
C 0.030 -1.502 3.700
N -0.914 -1.198 2.585
C -2.314 -1.602 2.949
C -0.864 0.283 2.207
C 0.522 0.706 1.827
C 1.096 1.602 2.751
C 2.453 1.885 2.715
C 3.222 1.315 1.710
C 2.604 0.466 0.782
C 1.234 0.222 0.722
H -0.147 -0.819 4.538
H 1.063 -1.414 3.361
H -0.158 -2.526 4.024
H -0.600 -1.734 1.735
H -2.643 -0.937 3.759
H -2.950 -1.451 2.070
H -2.297 -2.648 3.285
H -1.620 0.454 1.441
H -1.216 0.828 3.096
H 0.453 2.020 3.530
H 2.890 2.537 3.475
H 4.289 1.499 1.613
H 3.308 0.014 0.081

These are the natural (NBO) partial charges, in e, on atoms 1 to 5: number 1, C, carries -0.8156; number 2, C, carries 0.8810; number 3, H, carries 0.3602; number 4, H, carries 0.3562; number 5, H, carries 0.3145



[3]
The following is a DFT calculation (the ωB97M-V functional and the def2-TZVPD basis) of a 3-piece molecular cluster, C15H25BrIN3O overall in a non-equilibrium geometry.

## Properties
* gap between HOMO and LUMO: 9.766 eV
* net charge: 0

Positions of all 46 atoms, in Å:
C 3.500 1.093 3.522
C 2.550 0.024 2.768
I 2.481 0.459 0.640
C 1.126 -0.175 3.468
C -0.042 0.745 2.899
C 0.009 2.183 3.653
C -1.451 2.699 3.170
Br -1.004 3.561 1.393
N -2.295 1.476 3.064
C -1.492 0.314 3.479
O -1.830 -0.727 4.064
H 3.046 2.129 3.588
H 3.769 0.641 4.539
H 4.499 1.191 2.964
H 3.103 -0.977 2.874
H 0.862 -1.280 3.419
H 1.267 0.123 4.571
H -0.261 0.769 1.787
H 0.883 2.849 3.389
H -0.143 1.856 4.734
H -1.916 3.568 3.738
H -3.237 1.557 3.463
C -3.599 -0.811 -2.128
C -3.649 -1.145 -0.640
C -2.399 -0.689 0.115
C -1.187 -1.370 -0.445
N -0.239 -1.904 -0.884
H -2.773 -1.323 -2.628
H -4.521 -1.127 -2.620
H -3.482 0.265 -2.284
H -3.780 -2.225 -0.523
H -4.527 -0.666 -0.198
H -2.488 -0.938 1.176
H -2.272 0.394 0.030
C 2.746 -0.061 -4.732
C 2.175 -1.440 -4.417
C 1.265 -1.975 -5.526
C 0.100 -1.053 -5.721
N -0.811 -0.330 -5.875
H 1.958 0.689 -4.829
H 3.409 0.267 -3.928
H 3.321 -0.079 -5.663
H 1.619 -1.387 -3.476
H 3.000 -2.141 -4.263
H 0.893 -2.967 -5.260
H 1.816 -2.060 -6.466

These are the natural (NBO) partial charges, in e, on atoms 1 to 5: number 1, C, carries -0.6433; number 2, C, carries -0.3101; number 3, I, carries 0.0856; number 4, C, carries -0.4434; number 5, C, carries -0.3355



[4]
The following is a DFT calculation (the ωB97M-V functional and the def2-TZVPD basis) of a 2-piece molecular cluster, C15H25F2IN2O overall.

## Properties
* gap between HOMO and LUMO: 8.131 eV
* net charge: 0

Positions of all 46 atoms, in Å:
C 3.789 -0.789 -0.525
N 3.251 0.332 0.237
C 2.885 1.503 -0.538
C 1.933 1.264 -1.722
C 2.575 1.701 -3.024
O 0.749 2.088 -1.573
C -0.380 1.432 -1.148
C -1.363 2.481 -0.696
F -0.103 0.607 -0.049
C -1.033 0.556 -2.226
N -0.390 -0.767 -2.345
I -0.426 -1.367 -4.337
C -1.003 -1.802 -1.467
C -0.007 -2.292 -0.439
F 0.592 -3.460 -0.882
H 4.669 -1.215 -0.056
H 3.063 -1.596 -0.593
H 4.043 -0.503 -1.533
H 2.510 0.049 0.858
H 3.790 1.997 -0.875
H 2.382 2.187 0.131
H 1.645 0.228 -1.810
H 3.555 1.268 -3.143
H 1.942 1.491 -3.877
H 2.679 2.778 -2.967
H -1.618 3.075 -1.562
H -0.871 3.145 -0.001
H -2.247 2.038 -0.264
H -0.930 1.086 -3.157
H -2.087 0.471 -1.985
H -1.920 -1.450 -1.007
H -1.275 -2.654 -2.069
H -0.476 -2.471 0.519
H 0.775 -1.554 -0.331
C -3.366 -1.902 4.033
C -2.857 -1.781 2.748
C -2.047 -0.702 2.421
C -1.748 0.257 3.377
C -2.263 0.140 4.660
C -3.070 -0.940 4.989
H -3.993 -2.746 4.290
H -3.091 -2.530 2.001
H -1.646 -0.606 1.420
H -1.114 1.097 3.120
H -2.033 0.890 5.406
H -3.470 -1.032 5.990

These are the natural (NBO) partial charges, in e, on atoms 1 to 5: number 1, C, carries -0.4198; number 2, N, carries -0.6311; number 3, C, carries -0.2366; number 4, C, carries 0.0481; number 5, C, carries -0.6160



- Which formula does entry 1 have?
  C15H24N8O5